1.
Molecular formula: C31H53N3O5PdS2Si
Method: DFT, wB97M-V/def2-TZVPD

Structure (XYZ):
```
96
Properties=species:S:1:pos:R:3:lowdin_charge:R:1
Pd 0.79 0.55 0.47 0.281
C -2.88 1.75 3.33 -0.027
C -3.01 2.39 1.95 -0.646
C -2.15 3.66 1.92 -0.029
C -4.46 2.71 1.62 -0.029
O -2.46 1.54 0.96 -0.181
Si -2.87 0.05 0.37 -0.180
S -1.25 -1.09 -0.11 0.290
O -3.97 0.30 -0.88 -0.171
C -3.82 0.42 -2.28 -0.674
C -3.69 -0.98 -2.90 -0.052
C -2.60 1.26 -2.64 -0.045
C -5.09 1.10 -2.78 -0.044
O -3.90 -0.56 1.54 -0.177
C -4.80 -1.64 1.53 -0.665
C -4.83 -2.18 2.96 -0.040
C -6.18 -1.12 1.13 -0.036
C -4.36 -2.75 0.57 -0.052
H -3.25 2.43 4.09 0.078
H -1.83 1.52 3.52 0.060
H -3.45 0.82 3.37 0.068
H -2.36 4.28 2.79 0.079
H -2.35 4.24 1.02 0.061
H -1.10 3.37 1.93 0.077
H -4.86 3.43 2.33 0.078
H -5.06 1.80 1.65 0.069
H -4.53 3.13 0.61 0.081
H -2.84 -1.49 -2.43 0.045
H -3.51 -0.90 -3.97 0.077
H -4.60 -1.56 -2.73 0.074
H -1.69 0.81 -2.23 0.052
H -2.71 2.27 -2.23 0.073
H -2.50 1.34 -3.72 0.085
H -5.96 0.52 -2.48 0.075
H -5.08 1.18 -3.87 0.077
H -5.17 2.10 -2.35 0.077
H -5.12 -1.38 3.65 0.077
H -3.84 -2.53 3.24 0.090
H -5.54 -3.00 3.05 0.074
H -6.53 -0.38 1.85 0.077
H -6.91 -1.93 1.08 0.076
H -6.11 -0.64 0.15 0.072
H -3.32 -3.00 0.75 0.058
H -4.46 -2.42 -0.46 0.064
H -4.98 -3.64 0.72 0.078
O 4.83 0.57 -0.86 -0.070
C 3.65 0.38 -1.24 -0.706
O 2.98 -0.66 -1.26 -0.013
C 2.93 1.68 -1.63 -0.179
C 3.68 2.67 -2.33 -0.008
C 3.10 3.84 -2.70 -0.030
C 1.75 4.07 -2.34 -0.171
C 1.06 5.27 -2.64 -0.062
C -0.23 5.45 -2.23 -0.102
C -0.88 4.45 -1.47 -0.088
C -0.24 3.29 -1.16 -0.025
C 1.09 3.06 -1.60 -0.206
N 1.68 1.87 -1.28 0.126
H 4.72 2.45 -2.54 0.107
H 3.64 4.60 -3.25 0.103
H 1.58 6.04 -3.20 0.099
H -0.75 6.37 -2.47 0.089
H -1.90 4.61 -1.14 0.090
H -0.70 2.51 -0.56 0.081
C 4.73 -0.98 4.49 -0.126
C 4.26 -2.30 3.88 -0.276
C 2.83 -2.26 3.32 -0.223
C 2.70 -1.67 1.91 -0.252
N 3.25 -0.34 1.77 -0.044
C 2.42 0.80 1.80 -0.878
S 1.03 0.82 2.84 0.578
N 3.23 1.95 1.59 -0.030
C 2.60 3.25 1.50 -0.256
C 2.51 3.97 2.85 -0.223
C 3.87 4.15 3.53 -0.274
C 4.73 5.23 2.88 -0.128
H 5.73 -1.08 4.90 0.053
H 4.05 -0.68 5.29 0.066
H 4.72 -0.19 3.74 0.056
H 4.31 -3.08 4.65 0.086
H 4.95 -2.60 3.08 0.099
H 2.20 -1.68 4.00 0.078
H 2.43 -3.27 3.28 0.099
H 1.64 -1.68 1.63 0.074
H 3.23 -2.31 1.20 0.118
H 3.93 -0.28 1.02 0.084
H 3.88 1.77 0.84 0.086
H 1.60 3.17 1.07 0.077
H 3.21 3.85 0.81 0.112
H 1.85 3.39 3.49 0.060
H 2.04 4.95 2.68 0.105
H 4.38 3.19 3.50 0.096
H 3.71 4.40 4.59 0.094
H 4.97 4.97 1.85 0.062
H 5.68 5.36 3.42 0.056
H 4.21 6.19 2.87 0.062
```

Values from the calculation:
* lowest unoccupied orbital energy: 4.366 eV
* Kohn-Sham gap: 5.34 eV
* E_HOMO: -0.03584 hartree
* net charge: -2

***

2.
Molecular formula: C28H40NO2Sc
Method: DFT, wB97M-V/def2-TZVPD

Structure (XYZ):
```
72
Properties=species:S:1:pos:R:3:lowdin_charge:R:1
O -3.69 -1.45 -3.67 -0.124
C -3.38 -2.81 -4.15 -0.172
C -4.46 -2.83 -5.21 -0.074
H -3.51 -3.52 -3.32 0.119
H -2.37 -2.90 -4.58 0.122
C -4.71 -1.39 -4.72 -0.582
H -5.26 -3.55 -5.00 0.115
H -4.10 -2.91 -6.24 0.115
C -6.10 -1.22 -4.16 -0.022
H -6.30 -1.98 -3.40 0.089
H -6.85 -1.30 -4.96 0.097
H -6.19 -0.23 -3.70 0.087
C -4.34 -0.32 -5.73 -0.020
H -3.32 -0.46 -6.08 0.091
H -4.42 0.66 -5.25 0.089
H -5.02 -0.33 -6.59 0.093
Sc 0.53 1.04 0.60 0.869
C 2.46 2.37 0.00 -0.166
C 2.95 1.07 0.33 -0.161
C 2.42 0.13 -0.60 -0.158
H 3.66 0.84 1.12 0.094
C 1.67 0.86 -1.57 -0.171
C 1.66 2.24 -1.19 -0.166
H 1.21 3.06 -1.76 0.112
H 2.72 3.31 0.50 0.115
H 2.59 -0.95 -0.58 0.115
H 1.29 0.46 -2.51 0.095
C 0.06 2.61 2.38 -0.154
C -0.33 3.24 1.15 -0.165
C -1.42 2.49 0.60 -0.180
H 0.08 4.17 0.76 0.115
C -1.71 1.40 1.49 -0.164
C -0.80 1.48 2.58 -0.155
H -0.76 0.79 3.43 0.119
H 0.80 2.97 3.08 0.101
H -2.01 2.76 -0.28 0.110
H -2.52 0.68 1.39 0.116
O -0.74 -0.72 -0.30 -0.238
C -1.40 0.01 -1.42 -0.172
C -1.10 -0.87 -2.62 -0.155
H -1.00 1.04 -1.55 0.105
H -2.47 0.07 -1.20 0.138
C -1.33 -2.25 -2.01 -0.171
H -0.03 -0.77 -2.86 0.102
H -1.73 -0.63 -3.49 0.111
C -0.63 -2.14 -0.67 -0.136
H -1.02 -3.06 -2.66 0.118
H -2.40 -2.32 -1.84 0.104
H 0.43 -2.41 -0.73 0.122
H -1.11 -2.73 0.12 0.130
C 5.07 2.62 4.77 -0.105
N 4.44 1.58 4.00 -0.294
C 5.25 0.46 3.66 -0.096
C 3.03 1.68 3.74 -0.187
C 2.35 0.33 3.64 -0.252
C 2.52 -0.53 4.75 -0.063
C 2.10 -1.85 4.69 -0.107
C 1.48 -2.32 3.54 -0.097
C 1.25 -1.44 2.45 -0.130
C 1.61 -0.11 2.55 -0.134
H 6.08 2.81 4.36 0.077
H 5.20 2.32 5.83 0.081
H 4.46 3.53 4.73 0.082
H 5.24 -0.32 4.44 0.078
H 4.95 0.00 2.71 0.083
H 6.29 0.82 3.58 0.080
H 2.58 2.26 4.57 0.122
H 2.87 2.28 2.82 0.094
H 3.02 -0.14 5.63 0.114
H 2.27 -2.51 5.54 0.096
H 1.15 -3.35 3.45 0.090
H 0.78 -1.82 1.55 0.061
```

Values from the calculation:
* lowest unoccupied orbital energy: 0.316 eV
* Kohn-Sham gap: 7.29 eV
* E_HOMO: -0.25622 hartree